The following is a quantum chemistry calculation of an isolated molecule of C3H10N2 at a distorted geometry, from the Open Molecules 2025 dataset.

Values from the calculation:
Total charge: 0
Frontier orbital gap: 10.1 eV
HOMO level: -0.3306 Eh
LUMO level: 1.14 eV

Cartesian coordinates (Å):
H  0.961  -2.606  0.629
H  -0.615  3.196  -0.366
H  1.414  -2.261  -0.827
H  -1.194  0.873  -0.833
C  -0.287  -1.299  -0.273
H  -1.233  0.913  1.005
C  -0.583  1.105  0.054
H  -1.132  -1.559  0.373
H  -0.658  -1.242  -1.359
N  0.559  -2.435  -0.310
H  0.628  -0.068  1.302
H  0.274  2.750  0.878
H  1.380  0.235  -0.404
N  0.039  2.435  -0.059
C  0.445  -0.036  0.191